Record 1
ORCA calculation (the ωB97M-V functional and the def2-TZVPD basis) on a structure of composition C39H51Cl5FN4OSSi2V.

Geometry as XYZ:
```
105
C39H51Cl5FN4OSSi2V, DFT the ωB97M-V functional and the def2-TZVPD basis
V 1.812 -1.263 0.373
Cl 3.815 -2.277 -2.252
Cl 6.906 -2.156 -2.403
Cl 3.882 -0.687 2.820
Cl 7.069 -0.736 2.857
Cl 8.566 -1.396 0.272
S -1.132 1.624 -1.268
Si 0.612 0.870 2.581
Si -0.501 -2.606 -1.412
F 2.029 0.684 -0.559
O 1.859 -3.174 1.447
N -2.626 3.810 -1.153
N -3.714 1.794 -0.675
N 0.836 -1.509 -1.266
N 0.865 -0.786 1.967
C 2.168 -4.464 0.894
C 0.609 -1.780 2.894
C 0.825 -0.669 -3.676
C 3.649 -5.827 -0.366
C -0.331 -2.687 4.944
C 1.397 -6.579 0.105
C 6.158 -0.978 1.382
C -5.184 2.668 1.084
C 1.754 0.602 -1.958
C 4.767 -1.035 1.369
C -1.578 4.702 -1.656
C 3.447 -4.649 0.339
C -2.642 4.937 -3.996
C 1.933 1.453 -4.182
C 0.284 -3.915 4.764
C -1.193 1.300 2.510
C 1.187 -5.424 0.837
C 3.983 -1.348 0.251
C 6.865 -1.370 0.233
C 1.073 -0.557 -2.321
C 4.719 -1.690 -0.877
C 1.424 2.282 1.634
C -1.378 4.704 -3.190
C -0.171 -1.663 4.020
C -5.043 2.375 -0.402
C -4.350 3.867 1.551
C -3.164 6.357 -3.887
C 2.156 1.610 -2.781
C 1.060 -4.079 3.592
C -1.973 -1.896 -2.438
C 1.403 1.167 4.304
C 2.663 -6.784 -0.478
C 1.271 0.303 -4.593
C 0.109 -4.235 -2.285
C 1.169 -3.060 2.683
C -4.492 4.123 3.019
C 6.121 -1.686 -0.901
C -2.583 2.453 -1.022
C -1.208 -2.888 0.328
H 1.255 3.115 2.323
H -5.501 4.441 3.263
H -2.409 7.015 -4.259
H -0.518 -3.038 1.126
H -3.811 4.922 3.372
H -2.160 -0.865 -2.133
H -2.904 -2.469 -2.233
H -1.657 0.866 1.641
H -1.793 0.941 3.353
H 1.082 -4.497 -1.916
H -0.666 -0.703 4.255
H -5.819 1.665 -0.661
H 0.113 -3.945 -3.341
H -0.599 5.393 -3.427
H 0.980 2.438 0.668
H -3.550 0.808 -0.522
H 2.748 2.463 -2.412
H 2.842 -7.697 -1.020
H -1.755 -1.976 0.599
H 0.852 1.978 4.773
H -3.413 4.240 -3.575
H 1.542 -5.035 3.447
H -0.909 -2.537 5.829
H -1.883 -3.735 0.316
H 1.305 0.323 4.940
H -0.978 3.717 -3.430
H -4.025 6.507 -4.481
H -3.506 4.292 -1.006
H 2.343 2.122 -4.885
H -0.591 -5.062 -2.198
H -6.229 2.858 1.315
H -4.312 3.227 3.619
H 0.482 -1.598 -4.101
H -2.496 4.695 -5.045
H 2.473 2.134 1.526
H -5.276 3.275 -1.009
H 2.446 1.406 4.129
H -4.876 1.784 1.656
H -3.457 6.642 -2.868
H 0.211 -5.265 1.217
H -1.740 -1.850 -3.496
H -4.578 4.750 0.949
H -1.417 2.377 2.462
H 4.249 -3.903 0.438
H 1.133 0.152 -5.660
H -3.285 3.649 1.385
H 0.591 -7.290 -0.017
H 4.570 -6.002 -0.902
H 0.176 -4.736 5.483
H -1.841 5.705 -1.344
H -0.618 4.475 -1.201
```

The gap between HOMO and LUMO (spin up / spin down) comes out at 8.20 / 8.29 eV. Its expectation value of S² is 2.018. As for the multiplicity: 3. For the total energy, the calculation gives -166890.5982 eV.

Record 2
ORCA calculation (the ωB97M-V functional and the def2-TZVPD basis) on the molecule C12H26O4Si2.

Geometry as XYZ:
```
44
C12H26O4Si2, DFT the ωB97M-V functional and the def2-TZVPD basis
Si -0.391 3.292 -0.652
Si 1.158 -3.064 -0.463
O -0.749 2.559 0.816
O -1.271 -1.114 -1.327
O 1.234 1.342 0.552
O -0.319 -2.719 0.131
C 1.313 4.115 -0.625
C 2.324 -3.505 0.989
C -0.081 0.955 2.533
C -1.952 -0.229 1.487
C 1.122 -4.569 -1.657
C 0.239 1.633 1.224
C -1.176 -1.703 -0.232
C -2.299 -1.507 0.756
C -0.774 -0.408 2.341
C -1.829 4.545 -0.999
C -0.548 1.837 -1.866
C 1.834 -1.625 -1.303
H -1.632 1.872 -2.116
H 0.033 -1.138 1.937
H -1.697 5.622 -1.295
H -1.143 -0.885 3.276
H 1.383 -1.364 -2.280
H 2.860 -1.977 -1.528
H 2.005 -4.504 1.279
H -2.244 4.079 -1.924
H -2.479 -2.328 1.525
H -0.783 1.584 3.112
H 1.255 4.829 0.208
H 1.944 -5.258 -1.629
H 1.651 4.697 -1.419
H -2.458 4.455 -0.126
H 1.032 -3.984 -2.515
H -0.003 2.242 -2.762
H -0.348 0.849 -1.507
H -2.863 -0.005 2.116
H 0.141 -4.996 -1.562
H 1.846 -0.776 -0.627
H 2.171 3.426 -0.456
H -1.804 0.584 0.669
H 0.895 0.888 3.065
H -3.180 -1.310 0.146
H 2.152 -2.775 1.790
H 3.430 -3.665 0.920
```

The gap between HOMO and LUMO comes out at 10.66 eV. As for the structure (SMILES): C[Si](C)(C)OC(=O)CCCCC(=O)O[Si](C)(C)C. For the total energy, the calculation gives -36814.0712 eV.

Record 3
ORCA calculation (the ωB97M-V functional and the def2-TZVPD basis) on a structure of composition C5H11NO3.

Geometry as XYZ:
```
20
C5H11NO3, DFT the ωB97M-V functional and the def2-TZVPD basis
O -2.074 -1.634 0.340
O 1.266 0.012 1.557
O 1.209 -1.885 0.344
N 0.437 0.100 -0.606
C 1.270 1.259 -0.906
C -1.330 -1.076 1.095
C -1.449 0.846 1.070
C -0.037 -0.582 -1.805
C 0.779 -0.748 0.500
H -1.117 -1.466 2.117
H 1.820 -0.579 2.083
H 1.625 1.719 0.012
H 0.643 1.971 -1.448
H -1.850 0.724 2.074
H -0.681 1.601 1.168
H 0.794 -0.859 -2.459
H -0.533 -1.514 -1.556
H -0.750 0.065 -2.320
H 2.126 0.988 -1.533
H -2.149 1.058 0.272
```

The gap between HOMO and LUMO comes out at 8.09 eV. For the total energy, the calculation gives -12992.6026 eV.

What relative energy (zero: lowest compared OMol25 entry of this formula, charge and spin) values result from the calculations? In sequence: 8.6; 42.1; 98.0 kcal/mol.